The following is a quantum chemistry calculation of 9 unconnected molecules or ions with the total composition C81H171N9O9 in a non-equilibrium geometry, from OMol25.

```
270
Properties=species:S:1:pos:R:3:forces:R:3
H 0.4918 1.9359 1.8759 0.27 -0.60 0.63
H -1.5329 6.9516 4.8296 -0.29 0.28 0.17
C -2.3176 6.1953 4.8125 -0.26 -0.71 -0.02
H 1.8400 -0.0207 8.2061 -0.75 -0.91 0.72
H 2.0499 -2.8572 8.9629 0.85 -0.38 0.19
O -4.6565 4.5641 6.3303 0.83 0.17 -0.52
C 2.8469 -0.5598 -6.3166 1.24 1.17 -0.22
N 3.0049 -1.2152 6.0963 2.15 -0.03 -1.28
C -1.1343 -7.3042 -3.7596 0.25 2.75 0.52
H 2.4409 -3.8986 -3.1159 -0.46 0.33 0.55
C -1.3793 4.4739 -1.7765 -2.40 -0.52 1.79
C -4.2505 -0.4340 -4.2415 0.75 0.61 0.54
H -0.3457 7.7434 1.5099 -0.81 -0.68 0.22
H 2.2801 -1.7619 0.0000 -0.10 -0.76 0.63
H 0.7191 5.4133 -3.2287 0.18 -0.98 -0.19
C 2.7690 7.5242 -2.0704 -0.81 -1.29 1.08
H 3.2127 -3.5588 3.4835 0.63 0.52 -0.25
H -0.1019 -8.7524 -5.9350 0.56 0.16 0.07
H 3.2412 -2.2437 -7.8945 0.57 1.20 -0.13
H 2.6592 0.6616 -2.8265 -0.37 -0.49 -0.28
H -3.0342 8.1929 0.5065 -0.46 -0.38 0.11
C -1.9098 -5.2237 5.2069 -0.58 -0.25 -0.20
H 3.0512 -0.3565 3.3203 -0.24 -0.65 -0.24
H 1.9016 0.1973 5.7169 -0.42 0.25 -0.11
H 0.5038 -7.2238 4.9260 -0.44 -0.20 0.06
C -3.4220 -8.0586 5.9625 3.20 0.82 0.65
H -4.2449 1.2356 -6.5214 -0.50 0.51 -0.44
C 3.9687 -0.7906 3.7175 0.01 0.73 1.43
H 0.9991 0.2766 -0.9426 0.09 0.88 -1.00
H -0.3892 8.9909 0.4563 -0.54 0.34 -0.63
H 0.2686 -5.9130 3.7897 -0.12 0.59 0.51
H 3.3166 8.4216 -2.3586 0.64 -0.46 -0.09
N 1.1072 -6.5916 -4.5429 -2.49 -3.98 3.45
C 0.1764 1.3127 -4.3414 -2.14 -0.16 0.75
C -0.9629 -5.4967 -5.5781 -0.34 1.10 1.39
H 3.6842 1.5537 -3.8917 -0.11 -0.25 -0.61
H -4.1890 -8.6412 1.9064 0.31 -0.79 0.79
H -1.5708 -0.3220 3.3364 -0.23 0.42 -0.08
H 5.2104 -1.1851 7.9158 -0.23 0.21 -0.32
C -0.7075 -0.5564 2.7136 -1.75 -1.62 -1.56
C 7.2985 5.9977 -1.6162 -0.02 0.11 -1.21
H 2.3436 0.4877 -8.0615 -0.46 -0.11 -0.16
H -1.5125 -4.4379 4.5645 -0.08 -0.11 -0.11
C -2.4756 -2.3260 -4.2312 0.12 0.49 1.74
H 6.4220 7.6246 0.1410 0.06 -0.05 -0.30
H -2.9651 3.7185 3.2553 0.34 -0.09 0.52
H 5.8805 3.5189 -1.2971 0.89 0.43 -0.84
H 4.6013 -3.9876 6.8175 -0.07 0.10 -0.43
H -4.9815 1.9279 6.3587 -0.08 0.75 -0.02
H -3.0160 0.5686 1.6841 0.34 0.41 0.30
H -3.5295 1.5445 7.2355 0.42 0.22 -0.19
H -1.9198 3.6911 -2.3087 -0.20 0.16 -0.66
H 3.1529 -0.5225 9.3923 -0.60 -0.52 0.16
H 3.9885 8.4342 -0.2656 1.25 -0.08 0.43
O 4.7251 5.6101 -2.8205 -0.63 -2.55 -2.77
C -1.6918 -6.6511 4.5845 0.28 -0.46 1.50
H -4.5693 -5.2299 3.2641 0.03 0.60 0.54
C 2.6450 5.2386 -0.8136 -0.87 2.03 0.19
N 4.7913 6.1602 -1.6266 1.86 2.43 4.16
H 2.9146 7.6727 0.7770 -0.62 -0.29 -0.27
H -3.9190 0.9067 5.6073 0.54 -0.32 0.11
H -3.6690 1.1610 -2.7176 -0.57 -0.98 0.83
C -2.3145 0.2307 0.9214 -0.17 -0.64 0.36
O -2.3167 -6.0042 2.4414 0.05 1.78 -1.76
H 1.4615 -3.2444 -0.8340 0.75 0.20 -0.06
C 6.0473 4.2046 -0.4664 -1.39 -0.41 -0.10
O 0.0459 0.2823 -0.8289 0.31 1.31 -2.42
H -1.5098 -5.0508 6.2060 0.69 -0.52 -0.04
H -3.8561 1.7093 -4.1724 -0.04 -0.05 -0.92
H 1.5131 -3.9210 -4.5230 0.28 -0.60 -0.62
H -3.4837 -8.9340 6.6090 -0.28 0.05 0.06
C 1.4679 -2.1812 -0.5937 -1.69 1.30 -0.58
C 2.8224 -0.4688 8.3550 -0.38 2.01 -0.04
C 4.5597 -2.0548 7.8240 -0.24 -1.51 -0.12
H -1.7438 -1.1505 -8.1978 0.45 -0.27 0.39
H 0.7411 7.8083 0.2866 -0.16 -0.92 -1.07
H -5.0780 -8.5720 4.9263 -0.50 0.09 -0.53
H -1.8009 -6.4895 1.7933 0.01 0.14 -0.33
H -0.1808 -7.3746 3.2421 0.16 -0.96 0.33
H 1.1657 -2.9659 7.5906 -0.31 1.54 -0.80
C 3.0857 -1.6969 7.5047 1.22 2.62 -0.87
H -1.0373 -1.9122 -1.6193 -0.88 -0.19 -0.61
C 4.7692 6.7679 1.1824 0.09 1.95 -1.73
H 1.9552 -2.7574 4.3642 -0.22 -0.25 0.13
H -0.1913 6.3218 -4.3036 -0.17 -0.25 -0.69
C -3.9548 -2.3062 -7.0592 -1.40 -1.05 0.47
H -3.5060 -1.4484 -2.5344 0.14 0.17 0.23
H 3.9131 2.2706 -6.1975 0.08 -0.58 0.82
C -2.7027 7.9944 -0.5127 0.79 0.62 1.11
C -2.3577 6.1762 7.4596 0.71 -0.03 -2.17
H 3.3228 0.4407 8.0226 1.11 -0.34 -0.55
H -3.3538 -3.1471 -7.4054 -0.23 0.20 -0.84
H 0.5767 -3.8859 -3.1919 0.24 0.11 0.89
C -1.0973 -2.5487 -0.7364 1.70 1.32 -1.67
H 7.2603 6.8262 -2.3235 -0.76 0.43 0.19
H -1.4319 1.6911 4.7394 -1.09 -0.79 -0.01
H -2.1297 -2.6323 -0.3968 0.38 0.28 0.54
C -1.2369 5.7148 -2.6033 -1.33 2.51 1.13
H -4.6038 -2.7565 -6.3081 0.33 -0.20 0.71
C -5.5744 -1.1636 -4.0551 0.56 -0.42 0.26
H -2.2748 5.9630 1.2385 -0.17 0.66 -0.02
H -1.4303 1.8685 6.4649 0.00 0.48 0.20
C 0.0756 -1.8889 0.0465 0.00 -0.95 3.20
C 0.1111 -2.6975 1.3948 0.06 1.47 0.75
H 4.5724 -2.5288 8.8054 -0.24 0.10 0.30
H -0.7182 -3.5193 -1.0563 -0.25 -0.19 0.07
H 1.6441 5.5522 -0.5170 -0.22 -0.01 0.45
H 3.7892 -5.9595 -3.2278 -0.31 0.21 -0.41
H -2.0445 -5.5409 -5.7062 -0.10 -0.61 -0.21
C -0.3351 7.9025 0.4317 1.37 2.51 1.80
H -1.3357 -8.6615 5.3872 -0.21 -0.14 0.07
C -0.8630 0.2353 1.3415 0.32 -0.49 1.78
H 0.3409 -1.2863 -4.7210 -0.16 -0.34 0.09
C 5.1816 -2.2762 5.4118 -0.30 -2.18 0.66
H -4.5696 3.4648 3.9705 0.03 0.92 0.21
C 2.2016 -2.7976 7.8851 -1.47 -2.58 0.10
H -1.8699 -2.3847 1.9311 -0.48 0.31 0.93
H -1.5529 -2.6154 -3.7282 0.09 -0.08 0.45
H 6.9526 3.9303 0.0753 -0.13 0.00 0.03
N -3.2978 4.1914 6.1928 2.84 -0.30 0.47
C 2.8661 -6.3413 -2.7919 1.81 -1.75 0.03
H 1.6495 -5.3610 -5.5169 1.21 1.22 -1.76
C 3.7993 7.4566 0.1780 -1.37 -2.27 0.64
C -0.3407 -6.7785 -4.9971 -0.14 0.83 1.54
H 4.4707 0.0955 4.1062 0.30 0.08 0.25
H -0.8912 -4.7239 -4.8128 0.30 0.42 -0.17
C -4.9558 -6.0010 3.9305 0.23 0.45 0.14
C -2.6113 6.1572 -3.2442 -0.38 -2.54 -0.61
C 3.0472 1.9726 -6.7888 0.29 0.10 0.76
N -2.5740 -6.9302 3.3875 -0.77 -2.16 2.64
C 3.4827 6.5252 -0.9936 0.22 1.05 -2.58
C -0.2630 5.4160 -3.7015 0.72 1.95 0.37
C 6.0056 5.6986 -0.8209 -0.05 1.06 -0.47
C 2.6376 1.3982 -3.6298 -0.62 0.13 -0.68
H 4.8407 6.2692 -3.5088 0.14 0.47 0.11
N -0.8101 6.8981 -1.7174 1.39 -4.41 2.02
H 0.1214 -0.1979 3.3239 0.61 -0.74 -0.42
H 0.6775 -5.5730 -1.4517 0.48 -0.32 0.70
H 8.1524 6.2874 -1.0038 -0.04 -0.61 0.36
H -3.0468 -3.2543 -4.2168 -0.60 0.23 -0.10
H -6.3253 -0.7443 -4.7248 -0.10 -0.01 0.22
C -0.1850 -6.8231 4.1823 -0.71 0.90 -1.56
H 4.7010 7.5314 1.9572 1.15 -0.40 0.67
H -2.2596 -0.4219 -3.2595 -0.13 0.23 -0.14
H -2.2164 -7.2816 -3.8881 0.03 -0.48 -0.74
O -0.6279 8.0300 -2.3711 0.53 2.06 -2.05
C 1.7248 2.1729 -5.9802 1.52 -0.58 -0.86
C -2.2493 -0.4672 -7.5155 -2.17 -0.66 -1.19
H -0.0267 -3.7575 1.1818 -0.49 -0.04 -0.16
H -0.4419 3.7285 4.1379 -0.73 -0.01 -0.09
H 0.8372 -7.3392 -1.8040 0.11 0.05 0.01
H 3.9939 0.3215 -7.9579 0.51 -0.11 0.66
H -0.7651 -8.3041 -3.5313 -0.12 0.07 0.28
H -0.5749 2.3071 0.7067 -0.59 -0.15 -0.44
N 1.6409 -0.2240 -5.4893 0.25 0.82 -1.86
H 1.1047 -2.6968 1.8428 0.21 0.50 0.08
H -5.3309 1.3536 -3.4395 -0.09 -0.32 0.45
H -4.8214 4.1929 7.2001 -0.41 0.21 0.17
H -5.8439 -1.0894 -3.0016 -0.42 0.09 -0.07
H 7.5401 5.1836 -2.2995 0.27 -0.35 0.37
H -3.2999 5.1067 -0.8065 0.14 0.35 -0.50
N -3.8921 -0.2733 -5.6475 3.46 -1.96 1.29
H 2.6744 -2.5503 -6.3449 -0.76 -0.75 -0.15
C -2.0472 -1.9136 -5.5799 0.18 -0.78 -0.16
H -0.5585 -5.1212 -6.5181 0.35 -0.23 0.07
C 6.1083 6.6199 0.4244 -1.01 -0.08 1.36
H 2.4410 4.8900 -1.8261 0.65 -0.88 0.18
H -2.5370 9.0195 -0.8443 0.23 -0.09 -0.57
H -0.1926 0.7617 -3.4763 0.64 -0.86 0.08
C -3.9062 1.7919 6.2431 -0.91 0.10 -1.36
H -4.7439 -7.2151 1.5385 -1.07 0.75 0.24
H -3.0158 -0.0872 -8.1909 -0.12 0.42 -0.16
H -5.7409 -8.2953 2.6860 0.02 0.46 -0.17
H 3.1988 2.7576 -7.5296 -0.74 -0.32 -0.77
H 0.8879 2.0786 -6.6721 -0.14 -0.30 -0.05
N 0.0407 -0.3993 0.3254 -0.55 -2.26 3.90
C -1.8961 -7.7801 5.6990 -1.19 1.41 -0.66
H -6.0160 -6.0472 3.6814 0.03 -0.88 -0.52
C -4.0626 -7.2157 3.6144 -0.03 -0.29 -0.17
H -2.9618 -5.0065 5.3919 -0.19 -0.11 -0.44
H -2.4977 3.9477 0.0841 0.39 -0.46 -0.11
O 1.8953 -6.2885 -5.5482 1.47 1.59 -2.44
H 1.5369 -1.5377 -1.4708 -0.02 -0.69 -0.85
H -0.4983 3.9085 -1.4726 0.60 0.80 0.10
C 3.7703 -1.7926 4.8887 -0.03 -1.65 1.03
H 5.4873 -3.1910 4.9041 0.04 0.61 -1.58
H 2.8260 -7.4172 -2.9620 0.60 -0.28 0.12
H -1.5590 -7.9439 -6.2511 -0.27 0.25 0.20
C -0.8599 4.5842 6.1806 -0.32 -1.04 0.65
H 1.5817 -1.7254 -7.5202 -0.06 -0.35 -0.03
H -3.4905 7.5346 -1.1093 0.18 -0.18 0.21
H -1.6090 0.3870 -7.2956 0.04 -0.36 0.87
C 3.1371 0.5232 -7.3151 -1.55 2.24 -1.23
H -3.3136 6.5838 4.6004 -0.04 0.53 0.72
H 4.7577 -1.4405 -5.9559 0.06 -0.20 0.51
H -4.7784 -1.9479 -7.6768 0.75 0.25 -0.93
H 4.6653 0.1881 -5.2777 -0.08 0.23 -0.56
H -1.5439 -6.6348 -1.7342 0.11 0.25 0.23
C 4.0965 -0.7210 -5.4728 0.06 0.02 0.98
H -0.1816 -7.3206 -7.0449 0.48 -0.33 -0.01
H -0.7195 -2.7300 3.3414 -0.74 0.11 0.14
H -0.9544 4.0477 7.1247 -0.20 -0.31 0.24
C -4.0579 -8.2930 4.6623 -1.55 -1.21 0.35
C -0.4981 -7.7495 -6.0941 -0.05 -1.43 -1.39
H 0.2493 2.9153 5.4995 0.69 0.40 -0.21
H -3.6346 -9.2062 4.2440 0.18 0.00 -0.24
H 6.1274 -3.3162 7.3087 0.49 0.02 -0.94
H 3.1343 -3.8236 5.1880 -0.31 -0.01 0.09
C -1.3668 7.1944 -0.3757 -1.15 -1.48 -0.77
H 3.0431 4.5710 -0.0495 0.07 -0.27 -0.52
H -1.4581 -7.3378 6.5937 0.28 -0.34 0.07
H -1.4561 8.1654 -2.8373 -0.48 0.82 -0.48
H -1.7813 -2.8421 -6.0851 0.69 0.24 -0.33
C -4.3283 0.9428 -3.5578 0.09 1.83 -1.00
H -1.1947 2.2038 2.3195 -0.16 -0.49 0.16
H -1.1920 -1.2429 -5.4975 0.00 0.04 -0.18
C -0.9340 -2.1551 2.4405 2.78 0.92 -1.02
H 2.5813 -3.6991 7.4042 0.49 -0.52 0.80
H 6.8206 6.2729 1.1730 0.49 -0.41 -0.43
C 3.0020 -3.0548 4.4267 -0.62 0.22 0.30
H -2.1262 5.6692 8.3963 -0.77 -0.73 -0.24
C -0.9161 -6.2904 -2.5560 1.31 -1.93 -0.95
H -0.7111 5.4801 0.7972 0.33 -0.11 -0.36
H -0.5550 1.1149 -5.1250 0.04 -0.27 -0.32
H -2.3964 0.9228 0.0833 -0.45 -0.73 -0.54
C 5.1818 -3.0651 6.8282 -0.94 3.30 0.51
O 1.2963 -1.2820 -4.6277 0.57 0.19 0.50
H 2.4058 2.3280 -3.1103 -0.55 0.21 -0.22
H 2.3481 6.9874 -2.9206 0.56 -0.05 -0.34
H -3.2883 6.7432 7.4362 -0.04 -0.25 0.37
H 5.1391 3.8639 0.0308 0.10 0.48 1.15
H -3.4519 5.5827 -2.8551 0.03 0.01 0.63
H 3.7426 -0.9553 -4.4689 0.47 -0.98 0.07
H 0.0516 5.1182 6.4490 -0.29 1.16 -0.85
C -3.1047 2.9062 5.4723 -1.12 0.09 -0.48
H 1.8507 7.9354 -1.6512 -0.07 -0.11 0.52
H 2.9603 -6.2158 -1.7132 -0.20 0.29 0.03
H 4.4407 5.8112 1.5886 -0.43 0.08 -0.24
C -1.6775 2.3891 5.5398 0.71 0.73 -2.10
C 1.5204 -4.3276 -3.5118 0.00 -0.82 -0.03
C 2.5980 -1.8018 -7.1336 -1.16 -1.51 1.49
H 1.6823 3.2111 -5.6508 0.03 -0.17 0.66
H -0.1535 2.2889 -3.9858 1.02 0.69 -0.32
O -4.7475 0.4246 -6.4151 -1.37 1.11 -0.85
H -5.4337 -2.2240 -4.2646 -0.17 -0.10 -0.17
C -0.5385 1.6989 1.6105 1.33 0.96 -0.90
C -2.2289 5.2943 6.0787 -0.91 0.54 1.64
H -5.0428 -5.7391 4.9850 0.83 0.39 0.04
C 1.5706 1.1027 -4.8560 1.58 1.25 1.35
C -4.7759 -7.8717 2.4079 1.94 0.09 -1.27
H -1.1023 -5.2341 -2.7497 -0.67 -0.18 -0.45
H -2.5536 5.6836 -4.2243 -0.27 0.80 -0.62
C -3.0805 -1.1051 -3.4774 -0.42 -1.91 -0.81
C 1.5610 -5.9238 -3.2922 -3.51 2.18 -1.50
H -3.0197 7.1672 -3.2785 0.84 0.23 -0.12
H -0.6057 4.5376 -4.2484 0.48 0.09 -0.05
H -3.7678 -7.1797 6.5067 -0.48 -0.05 -0.02
C -3.0924 -1.2738 -6.4276 0.71 2.79 -0.24
C -2.2836 4.8081 -0.5498 0.74 -0.26 0.79
H 5.9098 -1.4874 5.2232 0.22 -0.14 0.76
C -3.5403 3.1066 3.9501 -1.70 -1.27 1.11
C -0.6396 3.4559 5.1746 0.69 -0.09 2.15
H -2.1695 5.6535 3.8783 0.50 -0.55 0.17
H -3.8106 2.1563 3.4896 0.91 -0.50 -0.21
H -1.5371 6.8936 7.4654 0.00 0.41 -0.50
C -1.6332 5.8661 0.3626 -0.47 -0.78 -0.75
O 1.7258 -0.7462 5.7383 0.08 -0.24 0.03
C 0.5745 -6.3584 -2.2005 -0.94 1.22 0.56
H -2.5566 -0.8297 0.8497 -0.54 0.24 -1.18
H 4.6323 -1.1665 2.9387 -0.34 -0.37 -0.01
```
Positions in Å, forces in eV/Å.

## Properties
Energy above the lowest of the compared OMol25 structures with the same formula, charge and spin, kJ/mol: 1348.5
SMILES: CC1(C)CCCC(C)(C)N1O.CC1(C)CCCC(C)(C)N1O.CC1(C)CCCC(C)(C)N1O.CC1(C)CCCC(C)(C)N1O.CC1(C)CCCC(C)(C)N1O.CC1(C)CCCC(C)(C)N1O.CC1(C)CCCC(C)(C)N1O.CC1(C)CCCC(C)(C)N1O.CC1(C)CCCC(C)(C)N1O
Gap between HOMO and LUMO, hartree: 0.292
Energy, eV: -118586.462

The following is a quantum chemistry calculation of 11 unconnected molecules or ions with the total composition H22O11 in a non-equilibrium geometry, from OMol25.

```
33
Properties=species:S:1:pos:R:3:forces:R:3
H -3.6786 -0.6990 0.7114 7.21 4.25 -2.51
O -1.1559 2.3055 -1.2600 1.98 -5.36 4.44
O -0.4065 -1.9077 -1.9611 -2.03 -2.83 3.61
H 1.6267 -1.1733 1.2498 -1.70 1.72 -0.23
H 0.0293 0.9410 -1.9885 0.65 0.90 -0.12
H -2.1467 0.9184 -0.4839 -1.04 -1.67 0.18
H 0.4257 -0.3496 -2.3294 -0.32 -2.60 -0.23
H 0.1882 -2.4880 -1.2565 -2.71 2.21 -2.57
H 2.7703 1.4601 0.2446 0.68 3.72 -0.16
H 3.7862 2.7069 0.7143 -2.55 -0.38 -0.90
H -1.4532 -2.0506 -1.6373 4.65 0.19 -1.08
H -1.4202 2.9730 -1.7427 -2.23 5.37 -4.08
O 3.0808 -0.0930 -0.7559 -1.32 0.47 -0.65
O -2.4685 0.0177 -0.1014 0.36 0.26 -3.63
O 0.2653 2.5206 1.2381 -1.64 -2.10 -10.25
O -0.6224 -3.3426 1.2278 2.09 -4.00 -4.00
H -0.7646 2.6769 -0.4506 0.15 -0.08 0.03
H 1.2013 2.6085 1.0455 1.36 0.04 -1.90
H 2.4856 -0.7595 -0.3988 0.41 -0.62 0.69
H 0.4069 2.6887 2.0330 0.25 2.37 12.00
O 2.0570 -1.9928 1.3332 -6.19 -3.07 -5.83
H -0.9680 -2.7445 1.7875 -1.09 3.62 2.79
O 0.0919 -0.2499 0.6672 -3.21 -1.23 -2.16
O -4.3890 -1.0914 0.9492 -7.79 -4.78 -1.44
O 0.7901 0.5032 -2.4087 0.06 1.88 0.14
H -2.8463 -0.5707 -0.8872 1.25 2.33 2.17
H -0.8759 -0.2284 0.1456 3.17 -0.85 1.96
O 2.8276 2.5739 0.3681 2.04 -3.68 0.77
H -4.3802 -1.0146 1.8360 -0.44 0.10 4.77
H 0.1409 0.6651 0.8579 0.46 1.78 0.68
H 0.2645 -3.1228 0.8653 -0.96 0.37 1.31
H 2.4386 0.1734 -1.4679 0.74 0.52 0.11
H 2.6990 -1.8545 1.8555 7.70 1.15 6.09
```
Positions in Å, forces in eV/Å.

## Properties
Energy above the lowest of the compared OMol25 structures with the same formula, charge and spin, kJ/mol: 498.3
SMILES: O.O.O.O.O.O.O.O.O.O.O
Gap between HOMO and LUMO, hartree: 0.400
Energy, eV: -22876.349

The following is a quantum chemistry calculation of a single C5H10O molecule in a non-equilibrium geometry, from OMol25.

```
16
Properties=species:S:1:pos:R:3:forces:R:3
C -0.5120 -0.4879 0.3940 0.01 -0.01 0.13
H -1.8730 -1.0568 -1.1903 0.16 -0.08 0.09
H 1.0872 -0.5257 1.9348 0.08 -0.05 -0.16
H -0.1743 -1.2344 -1.6091 -0.05 -0.09 0.06
C 1.2608 0.8254 0.1764 0.33 -0.08 -0.11
C 0.9756 -0.5445 0.8478 0.26 -0.32 0.12
H 1.7671 0.8081 -0.7888 0.16 -0.28 0.09
C -0.8964 -1.3591 -0.7955 0.09 0.09 -0.03
H -0.9405 -2.4219 -0.5253 0.05 0.24 -0.01
H -1.1439 2.1772 -0.5589 -0.81 0.49 -2.62
C -0.2308 0.9649 0.0193 0.09 0.47 1.53
H 1.6843 1.6205 0.8005 0.20 -0.32 -0.18
H -1.2589 -0.5833 1.1909 0.19 -0.13 -0.08
O -0.7858 1.4869 -1.1579 -0.63 1.33 1.12
H -0.5051 1.7020 0.8321 -0.15 -1.12 -0.09
H 1.5458 -1.3716 0.4300 0.02 -0.13 0.14
```
Positions in Å, forces in eV/Å.

## Properties
Energy above the lowest of the compared OMol25 structures with the same formula, charge and spin, kJ/mol: 164.9
SMILES: C[C@H]1CC[C@H]1O
Gap between HOMO and LUMO, hartree: 0.397
Energy, eV: -7393.057

- gap between HOMO and LUMO of number 2 (H22O11)?
  0.400 hartree